(1)
C46H60BrN9O5PTi | ωB97M-V with the def2-TZVPD basis set

Structure (XYZ):
```
123
C46H60BrN9O5PTi, DFT ωB97M-V with the def2-TZVPD basis set
Ti 0.291 0.372 -0.223
C 3.346 -1.986 -0.098
O 2.837 -0.701 0.246
C 3.735 0.315 0.335
C 5.111 0.161 0.263
C 5.935 1.271 0.380
C 5.393 2.533 0.570
C 4.022 2.693 0.624
C 3.175 1.594 0.480
N 1.763 1.699 0.460
N 1.342 2.888 0.669
C 0.057 3.168 0.954
C -0.812 2.161 1.458
O -0.485 0.905 1.368
C -1.979 2.554 2.166
C -2.352 3.858 2.207
C -1.593 4.882 1.566
C -2.049 6.212 1.518
C -1.308 7.182 0.890
C -0.079 6.849 0.308
C 0.390 5.557 0.343
C -0.362 4.548 0.961
H 4.084 -2.322 0.631
H 2.490 -2.653 -0.086
H 3.795 -1.968 -1.095
H 5.550 -0.816 0.127
H 7.008 1.141 0.326
H 6.041 3.392 0.676
H 3.579 3.668 0.761
H -2.583 1.776 2.616
H -3.263 4.141 2.722
H -3.002 6.452 1.973
H -1.675 8.198 0.842
H 0.501 7.619 -0.184
H 1.335 5.301 -0.121
C 4.120 1.067 -4.187
C 2.795 0.418 -3.925
C 1.976 -0.079 -4.928
C 0.752 -0.631 -4.597
C 0.369 -0.645 -3.267
Br -1.326 -1.375 -2.860
N 1.125 -0.162 -2.276
C 2.316 0.341 -2.627
H 4.393 0.999 -5.238
H 4.905 0.604 -3.587
H 4.064 2.120 -3.900
H 2.276 -0.020 -5.967
H 0.087 -1.033 -5.347
H 2.920 0.753 -1.834
C -4.712 3.525 -1.839
C -3.414 2.942 -1.281
C -2.212 2.882 -2.257
C -2.637 2.230 -3.610
C -1.605 2.278 -4.737
C -1.644 4.272 -2.523
O -2.315 5.271 -2.619
N -0.276 4.330 -2.706
C 0.642 3.326 -2.420
O 1.819 3.465 -2.676
N 0.147 2.210 -1.790
C -1.137 2.001 -1.651
O -1.457 0.954 -0.996
H -5.427 3.655 -1.026
H -5.174 2.863 -2.570
H -4.536 4.496 -2.294
H -3.597 1.927 -0.927
H -3.102 3.536 -0.419
H -3.531 2.748 -3.951
H -2.908 1.195 -3.397
H -1.437 3.301 -5.073
H -1.971 1.705 -5.589
H -0.645 1.852 -4.444
H 0.098 5.218 -3.006
N 0.191 -1.369 0.001
P -0.122 -2.532 1.011
N 0.357 -3.986 0.326
C 0.184 -4.068 -1.142
C 0.573 -5.454 -1.635
C -0.414 -6.502 -1.094
C -0.892 -6.117 0.319
C 0.171 -5.274 1.011
N 0.685 -2.554 2.466
C 1.954 -3.227 2.722
C 1.926 -3.818 4.129
C 1.718 -2.694 5.146
C 0.462 -1.886 4.811
C 0.491 -1.409 3.361
N -1.719 -2.480 1.483
C -2.709 -1.748 0.675
C -3.985 -1.491 1.484
C -3.640 -1.346 2.961
C -3.165 -2.702 3.488
C -2.282 -3.420 2.446
H 0.794 -3.294 -1.609
H -0.856 -3.881 -1.429
H 1.591 -5.679 -1.310
H 0.572 -5.455 -2.725
H 0.065 -7.481 -1.076
H -1.274 -6.578 -1.761
H -1.100 -7.008 0.913
H -1.816 -5.536 0.260
H 1.119 -5.823 1.002
H -0.083 -5.096 2.054
H 2.775 -2.497 2.672
H 2.130 -3.990 1.968
H 2.860 -4.346 4.329
H 1.108 -4.541 4.199
H 2.589 -2.031 5.125
H 1.642 -3.099 6.156
H 0.375 -1.025 5.476
H -0.421 -2.514 4.957
H 1.313 -0.692 3.225
H -0.434 -0.903 3.094
H -2.961 -2.292 -0.243
H -2.262 -0.804 0.384
H -4.679 -2.327 1.366
H -4.479 -0.599 1.097
H -4.504 -1.007 3.533
H -2.846 -0.602 3.076
H -4.029 -3.333 3.705
H -2.621 -2.568 4.423
H -2.866 -4.187 1.924
H -1.461 -3.919 2.956
```

The total charge is +1. The frontier orbital gap comes out at 6.7 eV. As for the lowest unoccupied orbital energy: -3.60 eV.

(2)
C46H61GeLaN3OS2Si4 | ωB97M-V with the def2-TZVPD basis set

Structure (XYZ):
```
119
C46H61GeLaN3OS2Si4, DFT ωB97M-V with the def2-TZVPD basis set
La -0.470 0.053 -0.010
C -4.652 -2.198 0.312
C -3.570 -1.266 0.742
N -2.796 -0.670 -0.182
N -3.096 -0.923 -1.508
C -3.006 0.177 -2.278
S -2.186 1.626 -1.810
S -3.950 0.140 -3.746
C -4.585 1.853 -4.031
C -5.892 2.092 -3.396
C -5.958 2.390 -2.039
C -7.168 2.475 -1.388
C -8.367 2.246 -2.064
C -8.319 1.987 -3.452
C -7.106 1.934 -4.095
C -3.574 -0.753 2.106
C -4.774 -0.829 2.822
C -5.069 0.013 3.880
C -4.168 1.035 4.183
C -2.948 1.119 3.531
C -2.518 0.150 2.596
O -1.254 0.089 2.210
H -4.303 -2.702 -0.609
H -5.573 -1.637 0.044
H -4.894 -2.935 1.130
H -4.726 1.816 -5.115
H -3.858 2.628 -3.749
H -5.040 2.579 -1.501
H -7.153 2.743 -0.328
H -9.327 2.221 -1.561
H -9.250 1.898 -3.990
H -7.115 1.811 -5.206
H -5.445 -1.605 2.595
H -5.947 -0.174 4.476
H -4.454 1.696 5.047
H -2.229 1.866 3.823
N -0.492 -3.541 2.011
C -0.417 -3.013 0.958
H -0.335 -3.267 3.008
C -0.883 -5.472 -2.845
Si -1.634 -3.781 -2.937
C -1.360 -3.040 -4.752
C -3.568 -4.023 -2.902
C -0.904 -2.756 -1.594
C -0.516 -2.505 -0.363
H -1.011 -5.984 -3.798
H -1.372 -6.038 -2.075
H 0.170 -5.402 -2.709
H -1.425 -3.905 -5.459
H -0.451 -2.467 -4.955
H -2.144 -2.347 -5.077
H -3.888 -4.564 -3.807
H -4.138 -3.063 -2.913
H -3.845 -4.637 -2.032
C 3.025 -2.963 0.108
Si 4.015 -1.910 1.325
C 5.286 -0.823 0.410
C 5.069 -3.024 2.419
Ge 2.154 -0.662 2.501
Si 2.002 -2.098 4.567
C 3.098 -1.561 6.011
C 0.297 -1.785 5.347
C 2.135 -4.015 4.271
Si 2.770 1.523 3.218
C 3.495 2.706 1.910
C 1.090 2.184 3.823
C 3.889 1.558 4.755
H 3.760 -3.441 -0.541
H 2.338 -2.377 -0.575
H 2.409 -3.726 0.571
H 6.026 -1.536 -0.011
H 5.748 0.001 1.026
H 4.682 -0.362 -0.433
H 6.128 -2.716 2.375
H 5.028 -4.019 1.980
H 4.694 -3.075 3.455
H 4.099 -2.031 6.035
H 2.439 -1.902 6.876
H 3.174 -0.502 6.135
H 0.248 -2.036 6.405
H -0.483 -2.392 4.853
H -0.083 -0.737 5.301
H 3.168 -4.313 4.359
H 1.637 -4.445 3.368
H 1.616 -4.450 5.156
H 3.116 2.646 0.894
H 4.555 2.470 1.849
H 3.413 3.708 2.333
H 0.209 1.786 3.308
H 1.099 3.270 3.648
H 0.924 1.939 4.890
H 4.736 0.810 4.859
H 3.151 1.567 5.576
H 4.333 2.538 4.780
C 2.003 0.605 -0.757
C 2.501 1.437 -1.499
C 2.914 2.520 -2.277
C 4.220 3.097 -2.118
C 5.323 2.284 -1.754
C 6.507 2.828 -1.336
C 6.667 4.208 -1.265
C 5.624 5.056 -1.626
C 4.421 4.528 -2.089
C 2.135 2.865 -3.451
C 2.650 3.541 -4.544
C 1.823 3.814 -5.667
C 0.468 3.508 -5.592
C -0.035 2.773 -4.557
C 0.787 2.470 -3.465
H 5.111 1.210 -1.785
H 7.311 2.148 -1.067
H 7.561 4.623 -0.817
H 5.750 6.091 -1.500
H 3.607 5.178 -2.475
H 3.733 3.783 -4.612
H 2.268 4.371 -6.489
H -0.225 3.853 -6.341
H -1.071 2.363 -4.582
H 0.411 1.898 -2.674
```

The multiplicity is 2. The total charge is -2. The frontier orbital gap (spin up / spin down) comes out at 3.3 / 3.1 eV. As for the lowest unoccupied orbital energy (spin up / spin down): 3.37 / 3.20 eV.

(3)
C46H62BN2 | ωB97M-V with the def2-TZVPD basis set

Structure (XYZ):
```
111
C46H62BN2, DFT ωB97M-V with the def2-TZVPD basis set
C -12.774 -5.815 11.593
C -13.143 -5.823 13.071
C -14.684 -6.004 13.118
C -12.535 -7.042 13.783
C -12.673 -4.517 13.759
C -13.582 -3.966 14.652
C -13.293 -2.846 15.394
C -12.042 -2.286 15.310
C -11.058 -2.808 14.481
C -9.658 -2.198 14.722
C -8.572 -2.825 13.859
C -9.249 -2.433 16.193
C -9.683 -0.679 14.451
C -11.385 -3.902 13.618
N -10.449 -4.332 12.576
C -10.085 -3.700 11.394
B -10.558 -2.301 10.912
H -10.027 -1.997 9.907
N -9.253 -4.524 10.647
C -8.542 -4.241 9.397
C -7.118 -4.075 9.372
C -6.142 -4.390 10.533
C -4.752 -3.725 10.342
C -5.897 -5.905 10.620
C -6.679 -3.846 11.852
C -6.515 -3.658 8.194
C -7.240 -3.363 7.064
C -8.598 -3.561 7.065
C -9.268 -4.046 8.181
C -10.742 -4.421 7.907
C -11.549 -3.160 7.541
C -11.417 -5.102 9.091
C -10.805 -5.418 6.730
C -9.149 -5.716 11.375
C -9.788 -5.567 12.562
H -11.698 -5.826 11.470
H -13.172 -6.691 11.080
H -13.183 -4.923 11.117
H -15.034 -6.238 14.124
H -15.201 -5.115 12.755
H -14.991 -6.839 12.487
H -12.771 -7.019 14.847
H -12.930 -7.972 13.370
H -11.456 -7.074 13.685
H -14.540 -4.431 14.792
H -14.021 -2.450 16.081
H -11.809 -1.449 15.946
H -8.753 -2.605 12.811
H -7.590 -2.426 14.114
H -8.544 -3.904 14.004
H -9.945 -1.961 16.886
H -9.217 -3.499 16.418
H -8.262 -2.016 16.393
H -10.334 -0.158 15.152
H -8.686 -0.249 14.552
H -10.041 -0.463 13.447
H -11.724 -2.264 10.753
H -10.303 -1.454 11.684
H -4.847 -2.659 10.131
H -4.153 -3.825 11.249
H -4.180 -4.200 9.545
H -6.797 -6.447 10.886
H -5.549 -6.290 9.662
H -5.140 -6.136 11.370
H -7.596 -4.352 12.127
H -5.966 -3.996 12.663
H -6.875 -2.778 11.758
H -5.445 -3.565 8.146
H -6.745 -3.025 6.170
H -9.146 -3.367 6.159
H -11.142 -2.670 6.658
H -12.589 -3.411 7.329
H -11.541 -2.438 8.357
H -10.835 -5.960 9.428
H -11.524 -4.396 9.908
H -12.416 -5.451 8.827
H -10.232 -6.316 6.959
H -11.834 -5.717 6.531
H -10.411 -4.987 5.811
H -8.677 -6.618 11.027
H -9.772 -6.269 13.377
C -8.682 -4.322 1.399
C -8.194 -3.285 2.355
C -6.827 -3.104 2.540
C -6.350 -2.139 3.393
C -7.229 -1.267 4.068
C -6.717 -0.201 4.876
C -7.224 1.125 4.931
C -6.689 2.047 5.853
C -7.010 3.380 5.797
C -7.869 3.868 4.817
C -8.140 5.330 4.719
C -8.432 2.967 3.917
C -8.131 1.628 3.976
C -8.612 -1.481 3.895
C -9.076 -2.479 3.072
H -9.769 -4.419 1.427
H -8.400 -4.078 0.373
H -8.252 -5.298 1.632
H -6.142 -3.727 1.990
H -5.291 -1.990 3.495
H -5.783 -0.375 5.387
H -6.007 1.689 6.604
H -6.596 4.068 6.515
H -8.837 5.549 3.908
H -8.583 5.708 5.642
H -7.217 5.885 4.536
H -9.100 3.343 3.160
H -8.553 0.958 3.250
H -9.303 -0.873 4.452
H -10.136 -2.647 2.972
```

The total charge is +1. The frontier orbital gap comes out at 4.7 eV. As for the lowest unoccupied orbital energy: -5.51 eV.

(4)
C46H63FN5O3Pb | ωB97M-V with the def2-TZVPD basis set

Structure (XYZ):
```
119
C46H63FN5O3Pb, DFT ωB97M-V with the def2-TZVPD basis set
Pb 0.138 1.222 0.167
C 2.267 1.170 -2.685
N 0.864 0.855 -2.383
C -0.026 1.633 -3.250
C 0.592 -0.580 -2.560
C 1.138 -1.442 -1.439
N 0.413 -1.391 -0.135
C -0.785 -2.270 -0.113
C -2.182 -1.771 -0.425
C -3.141 -2.926 -0.292
C -4.434 -2.695 -0.067
C -4.897 -1.291 0.082
C -4.082 -0.262 0.329
C -2.663 -0.660 0.509
O -1.939 -0.236 1.387
C -4.581 1.168 0.530
C -5.500 1.538 -0.644
C -3.432 2.181 0.569
C -5.364 1.253 1.847
C -5.485 -3.785 0.037
C -6.245 -3.618 1.362
C -4.860 -5.179 0.004
C -6.462 -3.650 -1.143
C 1.333 -2.003 0.862
C 2.583 -1.290 1.363
C 3.354 -2.109 2.186
C 4.465 -1.643 2.865
C 4.775 -0.295 2.693
C 4.040 0.568 1.886
C 2.929 0.053 1.190
O 2.240 0.833 0.338
C 4.404 2.057 1.799
C 4.662 2.475 0.343
C 5.671 2.411 2.589
C 3.249 2.870 2.408
C 5.280 -2.582 3.753
C 5.904 -3.685 2.888
C 4.361 -3.222 4.805
C 6.401 -1.847 4.490
H 2.557 0.757 -3.660
H 2.921 0.777 -1.910
H 2.400 2.251 -2.718
H 0.122 1.388 -4.309
H 0.164 2.698 -3.116
H -1.068 1.428 -2.994
H 1.038 -0.928 -3.502
H -0.479 -0.712 -2.650
H 2.164 -1.139 -1.227
H 1.170 -2.484 -1.782
H -0.897 -2.644 0.904
H -0.600 -3.143 -0.751
H -2.741 -3.920 -0.450
H -5.963 -1.113 0.002
H -4.981 1.421 -1.598
H -5.817 2.579 -0.549
H -6.399 0.920 -0.669
H -2.853 2.156 -0.361
H -2.759 1.999 1.407
H -3.845 3.185 0.673
H -6.225 0.583 1.838
H -5.727 2.272 2.002
H -4.729 0.982 2.693
H -5.561 -3.660 2.212
H -6.971 -4.426 1.470
H -6.792 -2.676 1.411
H -4.152 -5.317 0.824
H -4.344 -5.369 -0.940
H -5.644 -5.930 0.106
H -6.988 -2.694 -1.134
H -7.213 -4.440 -1.088
H -5.936 -3.741 -2.095
H 1.648 -2.978 0.464
H 0.733 -2.222 1.748
H 3.058 -3.150 2.291
H 5.629 0.101 3.216
H 5.531 1.944 -0.051
H 4.869 3.547 0.289
H 3.808 2.250 -0.292
H 6.550 1.880 2.214
H 5.563 2.203 3.655
H 5.860 3.480 2.480
H 2.329 2.757 1.823
H 3.508 3.931 2.452
H 3.030 2.522 3.422
H 5.137 -4.275 2.381
H 6.499 -4.364 3.504
H 6.557 -3.254 2.126
H 3.609 -3.869 4.348
H 3.844 -2.448 5.375
H 4.947 -3.829 5.499
H 7.130 -1.421 3.798
H 6.930 -2.550 5.135
H 6.010 -1.045 5.121
F -2.290 -1.259 -1.738
O 1.963 4.423 -0.992
C 1.354 3.804 -0.285
C -1.037 2.435 4.643
C -0.639 2.528 3.324
N 0.123 1.601 2.740
C 0.494 0.538 3.459
C 0.143 0.357 4.787
C -0.643 1.333 5.383
C 0.564 -0.875 5.500
C 1.609 -1.025 6.304
C 2.660 -0.031 6.594
C 3.611 -0.298 7.571
C 4.595 0.651 7.775
N 4.654 1.778 7.069
C 3.703 1.934 6.153
N 2.713 1.095 5.876
H -1.632 3.222 5.087
H -0.924 3.379 2.714
H 1.170 -0.161 2.980
H -0.934 1.233 6.422
H -0.069 -1.741 5.324
H 1.750 -1.990 6.780
H 3.587 -1.217 8.142
H 5.366 0.509 8.524
H 3.744 2.844 5.563
```

The total charge is +1. The frontier orbital gap comes out at 6.8 eV. As for the lowest unoccupied orbital energy: -3.08 eV.